222
Properties=species:S:1:pos:R:3:mulliken_charge:R:1 method="wB97M-V/def2-TZVPD" homo_lumo_gap_ev=7.33 homo_energy_ev=-8.1 spin_multiplicity=1 total_charge=0
N -0.688 6.035 -3.173 -0.550
H -5.734 -9.490 -2.992 0.392
H 5.844 2.043 -2.263 0.561
H -7.971 4.344 1.337 0.625
N 6.428 3.673 -3.480 0.318
H -4.810 4.449 3.421 0.036
F -1.672 8.626 -0.340 -0.173
H -5.049 -8.125 -3.940 0.285
H -0.963 -9.973 -2.434 0.492
F -5.027 0.008 -5.328 -0.200
C -4.279 4.336 -0.093 -1.157
F -0.294 3.538 -5.084 -0.213
C 1.224 0.392 -6.478 0.240
H 0.625 -8.425 -3.765 0.348
N 2.195 -1.380 6.065 0.450
C -4.159 0.561 -4.578 0.433
F -9.317 2.447 -0.918 -0.244
H 1.994 -2.449 4.230 0.520
F 4.178 4.056 6.432 -0.227
H -1.190 -8.879 -5.247 0.444
F 5.196 -6.003 4.802 -0.222
C 7.568 5.905 -2.680 -1.255
H -7.554 5.905 2.946 0.326
O 4.667 4.821 -0.887 -0.470
H -0.527 -2.123 -3.413 0.107
F 4.212 -2.775 -2.110 -0.172
H -0.442 -3.214 4.631 0.304
O 5.825 -0.384 -3.890 -0.670
C -6.781 5.499 3.599 -1.436
H -0.521 -2.694 -0.801 0.097
H 1.881 2.326 -0.109 -0.920
H 7.912 5.243 -1.885 0.277
F -9.848 2.013 -2.978 -0.219
F 1.050 -0.865 -6.842 -0.194
N -6.509 1.429 -3.276 -0.520
H -0.854 1.990 -0.639 0.856
O -5.245 -0.723 -2.357 -0.632
C -1.886 -0.072 1.124 -0.343
H 2.577 0.249 1.049 0.834
H -4.924 4.199 -0.961 0.300
H -4.440 5.372 0.205 0.304
C -5.613 4.856 2.807 0.109
S 3.517 -4.230 0.917 0.741
H -2.648 1.502 4.092 -0.406
C -5.839 2.084 3.768 -1.023
H 7.263 6.855 -2.241 0.356
H 0.098 -7.004 -2.744 0.175
H -6.754 5.267 0.432 0.365
H -6.426 6.374 4.144 0.445
C 0.597 -0.617 0.995 0.618
H 7.788 2.083 -3.794 0.350
F 2.598 -6.720 1.509 -0.212
H 4.152 2.881 -0.922 0.120
H 0.482 -0.226 2.005 -0.708
F 1.649 -5.705 -0.318 -0.196
N -0.652 -0.054 0.218 0.456
C -8.856 2.364 -2.201 0.530
H 1.677 -0.547 4.192 -0.052
F 5.422 4.135 4.624 -0.199
C -0.291 -0.772 5.970 -0.797
C 6.097 3.260 -6.087 -1.495
S 0.329 3.238 3.737 1.076
H -5.131 2.376 0.512 0.257
H -3.997 0.568 4.832 0.453
H -1.078 -3.714 -2.972 0.016
H 6.665 3.327 -1.403 0.467
C 5.883 3.125 -2.135 -1.269
H 4.466 3.440 -4.548 0.332
H 6.469 4.248 -6.361 0.335
C -3.579 -9.486 -2.888 -0.435
C -6.711 2.528 2.591 -0.420
C 2.118 -5.585 0.949 0.454
C -1.215 -2.076 -1.371 -0.861
F -1.951 3.465 -3.580 -0.184
H -3.240 4.223 -0.402 0.202
C -1.970 7.694 -1.228 0.507
F -0.942 5.212 5.365 -0.202
C -7.062 4.269 0.741 -0.987
C -2.057 -9.418 -4.864 -1.006
O 1.599 4.936 -3.190 -0.691
O 5.875 -6.130 1.756 -0.655
H -5.898 2.747 4.632 0.399
C -2.872 -6.308 -2.510 -0.559
H 4.152 -2.031 6.590 0.489
H -0.017 0.282 5.985 -0.092
H -5.187 -5.612 -0.646 0.336
H 1.837 -4.157 6.811 0.355
H -1.253 -2.502 3.262 0.031
H 8.421 3.666 -4.534 0.340
C 6.029 -5.127 4.222 0.539
O 4.461 -4.467 -0.227 -0.593
O 0.104 4.409 -1.344 0.043
H 6.873 2.503 -6.200 0.372
F -1.436 2.998 5.700 -0.224
H -3.669 2.309 5.261 0.470
C 7.877 3.167 -3.732 -1.126
H -7.175 3.570 -0.088 -0.073
F -2.199 4.108 3.972 -0.159
C 2.843 -3.860 6.513 -1.105
O 1.527 -0.494 -3.933 -0.454
O 2.796 -3.000 0.750 -0.402
H -2.172 -2.345 -0.923 0.377
H -1.571 -0.027 -1.685 0.001
F -0.099 2.319 -3.326 -0.024
O -4.129 1.426 -1.961 -0.203
F 7.245 -5.696 4.394 -0.215
H -1.670 -6.868 -4.243 0.483
C -0.618 3.469 -3.775 0.060
H -1.998 -6.121 -1.887 0.351
H 4.328 -2.043 4.184 -0.019
F 1.032 -5.196 1.679 -0.216
O -4.522 1.795 3.377 0.056
C 3.134 -2.353 6.810 -0.395
N 4.175 -4.452 2.510 -0.084
N 3.551 -0.244 -5.285 -0.719
O -8.117 -0.250 -2.386 -0.679
H -3.611 -9.208 -1.835 0.454
H 8.428 3.359 -2.811 0.529
S 4.345 -0.575 -3.758 0.802
F -8.382 3.595 -2.458 -0.231
O -0.070 1.849 3.389 -0.815
H 0.911 -8.275 -2.060 0.466
H -3.182 -10.500 -2.946 0.629
O -3.971 -6.839 -1.792 -0.326
C 4.387 3.547 5.227 0.400
H 3.666 3.762 -2.379 0.329
F 0.088 1.052 -6.282 -0.111
S 2.252 0.367 -4.886 1.161
C -1.093 -8.893 -2.509 -0.281
S 0.191 4.921 -2.734 0.980
F 5.993 -3.859 4.800 -0.234
H -1.637 0.496 2.020 -0.274
H -2.656 0.383 0.502 0.383
C 0.168 -8.088 -2.834 -1.192
H 2.167 -0.554 -0.435 0.068
H -3.968 2.949 1.659 -0.004
H 3.127 -4.248 5.535 0.137
C -1.140 -2.427 4.343 -0.882
H -1.156 -0.746 6.633 0.584
S 5.629 -4.798 2.337 0.942
C -2.569 -7.237 -3.748 -1.002
H 0.505 -2.647 6.343 0.261
H 5.457 5.478 -3.047 0.292
H 5.363 3.055 -6.866 0.422
H -0.230 1.855 1.077 -1.091
C -4.902 -9.154 -3.612 -1.272
H -1.518 -8.449 -1.608 0.339
F 4.994 -3.158 -4.146 -0.196
F 1.981 1.043 -7.375 -0.216
F 4.571 2.245 5.301 -0.143
S -0.352 7.334 -2.146 0.922
H -4.474 -6.805 0.284 0.299
C -1.264 -2.653 -2.809 -0.826
C -4.237 -6.135 -0.542 -0.848
H 2.528 0.117 7.530 0.379
H -7.382 4.794 4.172 0.315
H -6.772 1.705 1.879 0.320
F -3.123 -0.263 -4.341 -0.147
H 4.184 -0.278 4.090 0.154
H -5.028 -9.808 -4.475 0.402
C 4.456 3.646 -1.637 0.297
C 5.513 3.147 -4.632 -0.095
H -2.907 -9.112 -5.474 0.465
H -7.734 2.764 2.882 0.520
O -0.546 -1.130 4.566 0.518
C 0.787 -1.617 6.560 -0.679
O 0.616 7.113 -1.058 -0.551
H -5.144 5.608 2.172 0.430
S 2.842 3.830 4.083 1.135
C -4.742 3.286 0.970 0.177
C 4.092 -2.500 -3.450 0.618
O 2.392 1.768 -4.487 -0.436
C 3.449 5.394 -0.280 -0.312
O 3.862 0.110 -2.575 -0.406
O 0.476 4.085 2.578 -0.461
C -1.100 4.006 4.786 0.202
H 3.888 5.733 0.659 0.319
O 6.556 -3.707 1.856 -0.645
O 3.211 3.188 2.837 -0.499
C 2.251 -1.423 4.493 0.004
H -3.547 -5.360 -0.209 0.288
C 1.772 0.121 0.324 -0.453
N 1.677 3.151 4.798 -0.481
H -3.055 -5.273 -2.799 0.591
H 1.357 1.354 -1.432 -1.181
C 6.432 5.214 -3.456 -0.247
H 0.725 -1.699 1.005 0.453
H 6.514 5.491 -4.507 0.548
O 2.635 5.253 4.108 -0.755
H -1.845 -10.487 -4.869 0.317
C -0.211 1.458 0.063 0.693
O -6.973 1.254 -0.747 -0.520
C -0.801 -0.650 -1.229 0.862
O -0.034 8.532 -2.888 -0.681
H -2.047 -1.107 1.425 0.185
H 0.859 -1.527 7.644 0.519
F -3.795 1.744 -5.066 -0.178
H -2.046 -2.570 4.932 0.331
H 2.104 0.809 5.939 0.217
H 5.434 2.088 -4.389 0.115
H 0.199 -0.488 -1.632 0.017
C 3.690 -1.222 3.855 -0.634
H 3.098 6.248 -0.859 0.219
H 3.753 0.054 6.200 0.615
S -5.035 0.673 -2.798 0.887
H -3.395 -7.150 -4.453 0.577
C -3.664 1.546 4.483 -0.598
S -7.419 1.038 -2.087 0.985
C 1.338 1.410 -0.344 1.530
H 3.589 -1.391 2.783 -0.016
F -2.936 8.079 -2.089 -0.212
N -2.334 -8.713 -3.467 -0.186
F -2.341 6.522 -0.605 -0.224
H 3.527 -4.462 7.111 0.486
H 8.485 6.051 -3.252 0.374
F 2.880 -2.880 -3.817 -0.209
C 2.693 0.051 6.455 -0.969
H 2.786 4.585 0.025 -0.044
N -6.021 3.708 1.777 0.426
H -2.272 -2.519 -3.202 0.250
H -6.249 1.145 4.140 0.538
H 2.829 -2.106 7.827 0.423

---

50
Properties=species:S:1:pos:R:3:mulliken_charge:R:1 method="wB97M-V/def2-TZVPD" homo_lumo_gap_ev=9.04 homo_energy_ev=-8.6 spin_multiplicity=1 total_charge=0
C -2.009 -2.307 1.793 -0.383
N -2.102 2.434 0.313 -0.026
H -2.677 -0.248 -0.817 0.437
C -3.199 1.708 0.926 -1.383
H -0.478 4.265 -1.010 0.329
H 5.969 1.342 -0.172 0.349
H -4.023 1.724 0.209 0.455
S 1.718 -1.330 -1.278 1.301
H -1.228 2.411 0.817 0.236
C -2.594 -0.110 2.553 -0.800
H 0.797 -3.844 -1.150 0.421
C 1.710 1.153 0.063 -0.170
H -0.252 0.817 -2.552 0.535
H -3.019 -2.059 -2.087 0.433
H -2.005 -3.493 -2.366 0.213
C -2.121 2.837 -0.967 0.629
H -1.731 -3.330 1.988 0.468
H 4.209 -0.403 -0.042 0.492
C 1.217 0.334 -0.973 0.160
C -2.071 -2.545 -1.834 -0.838
C -2.776 0.295 1.241 0.362
S 2.853 0.651 1.325 1.387
C -2.544 -0.594 0.197 0.146
N 4.301 0.383 0.600 -0.351
O 1.120 -1.761 -2.507 -0.702
C 4.918 1.552 0.018 -0.920
N 0.255 2.324 -1.132 0.249
C -0.735 3.309 -1.471 -0.718
C -2.206 -1.414 2.821 -0.681
H -0.797 3.436 -2.554 0.335
C -2.177 -1.908 0.463 0.537
O -2.004 -2.877 -0.465 -0.447
H -2.067 -1.733 3.843 0.395
O -3.096 2.841 -1.681 -0.656
O 2.980 1.755 2.229 -0.698
H 1.212 3.248 0.544 0.486
O 2.378 -0.603 1.845 -0.819
N 0.997 -2.134 -0.029 0.188
H 4.438 1.861 -0.916 0.277
H 2.095 -3.950 0.063 0.367
H 1.375 -1.776 0.847 0.398
H -1.228 -1.913 -2.130 0.230
H 4.835 2.354 0.750 0.365
H -2.766 0.583 3.363 0.378
C 1.087 2.370 -0.057 -1.071
O 3.162 -1.367 -1.211 -0.795
C 1.085 -3.579 -0.134 -1.141
C 0.321 1.087 -1.688 -0.644
H 0.383 -4.023 0.568 0.277
H -3.508 2.227 1.839 0.406

---

26
Properties=species:S:1:pos:R:3:mulliken_charge:R:1 method="wB97M-V/def2-TZVPD" homo_lumo_gap_ev=10.02 homo_energy_ev=-9.0 spin_multiplicity=1 total_charge=0 relative_energy_ev=0.9761
H 3.751 -0.059 -0.670 0.423
C 2.675 -0.013 -0.833 -1.067
H -2.722 2.074 1.625 0.409
C -3.584 0.920 0.056 -0.402
H 3.392 -1.668 1.245 0.308
C -1.219 1.184 0.460 0.580
H 2.590 0.293 -1.884 0.311
H -4.191 -0.234 -1.621 0.376
C 2.466 -2.015 0.788 -1.186
H 1.050 -1.555 -0.721 0.133
C -2.029 -0.235 -1.325 -0.497
H 2.096 0.770 -0.352 0.198
C -3.350 0.095 -1.027 -0.493
H -1.928 -1.042 -2.041 0.346
H 0.118 2.698 1.193 0.291
H 0.829 1.132 1.194 0.179
H -4.567 1.215 0.398 0.337
C 2.117 -1.384 -0.560 0.010
H 2.539 -3.104 0.789 0.373
H -0.417 1.438 2.397 0.380
H 0.021 0.034 -0.864 0.314
C -0.981 0.317 -0.615 -0.088
C -0.112 1.646 1.375 -1.248
H 2.318 -2.200 -1.274 0.411
C -2.537 1.519 0.749 -0.646
H 1.674 -1.824 1.518 0.250

---

96
Properties=species:S:1:pos:R:3:mulliken_charge:R:1 method="wB97M-V/def2-TZVPD" homo_lumo_gap_ev="6.31 / 6.34" homo_energy_ev="-2.5 / -2.6" spin_multiplicity=4 total_charge=-2 relative_energy_ev=2.3399
H -0.286 -3.035 3.452 0.187
C 6.550 -6.578 2.667 -0.434
C 2.063 0.983 4.570 -0.661
C 2.399 -5.219 -0.308 0.383
H 6.487 -4.993 4.109 0.376
H -1.910 -4.860 3.532 0.368
C 1.886 -6.117 0.630 0.141
C -5.217 4.640 -0.597 -0.634
S 2.643 -1.656 -2.488 -0.297
N -0.370 1.794 0.355 1.342
C 0.327 3.441 -1.426 -1.420
P 3.680 -3.959 0.081 -0.161
C 2.088 1.395 3.247 -0.375
H -5.280 3.972 0.253 0.423
H 7.219 -7.197 3.253 0.347
C -5.876 6.637 -1.798 -0.397
H -6.488 7.529 -1.855 0.359
N -0.150 3.859 0.986 0.002
H 2.603 -3.595 2.255 0.630
H 1.870 0.797 1.191 0.601
C -1.159 -1.912 -3.876 -0.048
H 2.276 2.435 3.005 0.444
O -1.477 0.672 3.554 -0.891
O -1.201 3.107 4.388 -0.606
H -3.437 -2.778 -0.920 0.246
H 0.578 -7.773 0.986 0.371
C -0.726 1.890 1.673 -0.470
C -1.189 0.645 2.348 0.910
H 1.493 -2.315 4.100 0.349
N 1.175 -4.159 -4.952 -0.717
C -1.883 -5.204 1.410 -1.024
P 1.341 -1.915 1.005 0.861
C -0.534 -3.555 2.538 -0.651
H 1.282 3.005 -1.718 0.280
C 1.845 -0.358 4.863 -0.822
C -3.383 3.180 -1.751 0.822
C 0.242 -2.124 -3.665 0.395
C 1.032 -6.254 -2.011 -0.580
H 0.014 4.852 0.978 0.263
H -6.658 6.058 0.114 0.370
C -0.046 3.011 -0.057 -0.384
H 3.607 -2.243 1.702 0.695
O -3.350 4.252 -5.017 -0.697
C 0.030 -3.166 1.326 1.658
C 0.541 -7.150 -1.074 -0.479
Cr -0.945 -0.020 -0.450 0.765
O -1.238 -0.361 1.577 -0.137
C -0.581 3.169 2.095 0.544
C -5.980 5.797 -0.690 -0.575
C 1.967 -5.296 -1.629 -0.914
H 0.377 4.528 -1.480 0.430
N -2.595 3.259 -2.802 -0.483
H -3.250 -2.103 0.714 0.207
H -1.682 -5.262 -0.729 0.625
H 2.211 1.699 5.369 0.388
O -0.531 5.037 3.498 -0.695
H -4.214 -1.237 -0.511 0.276
C -1.356 -4.798 0.194 -0.477
C 0.784 -3.251 -4.354 -0.229
H -0.015 -3.457 -0.804 0.001
C 2.850 -2.967 1.394 -1.247
C -4.343 4.343 -1.630 0.167
H -4.884 6.997 -3.684 0.397
H -2.618 -6.000 1.447 0.378
H 0.698 -6.288 -3.040 0.469
C 6.132 -5.349 3.149 -0.608
H 2.355 -4.591 -2.359 0.633
H -1.330 2.130 4.108 0.395
H 4.942 -3.607 2.807 0.342
C -0.772 3.850 3.394 0.578
C 1.042 -1.309 -2.860 0.701
O -1.796 5.523 -3.594 -0.665
H 6.428 -7.962 1.027 0.367
C 0.969 -7.080 0.249 -0.603
H -0.185 -7.901 -1.367 0.370
C 5.231 -6.221 0.685 -0.496
C -3.327 -1.853 -0.350 -0.869
C 1.853 0.479 2.229 -0.716
O -2.199 -1.173 -0.803 -0.179
H 1.847 -0.695 5.894 0.396
C -4.986 6.346 -2.825 -0.649
C 6.099 -7.008 1.423 -0.582
C 4.773 -4.991 1.170 0.491
C 1.585 -0.861 2.510 0.106
S -2.892 4.589 -3.698 1.110
C 5.255 -4.563 2.406 -0.328
N -2.293 -1.834 -4.075 -0.671
H -0.421 3.093 -2.141 0.033
C 1.621 -1.272 3.844 -0.540
C -0.411 -3.783 0.154 -0.597
C -1.479 -4.571 2.580 -0.625
S 0.287 0.223 -2.331 -0.601
H 2.206 -6.060 1.665 0.370
H 4.887 -6.568 -0.283 0.365
S -3.377 1.989 -0.560 -0.544
C -4.230 5.197 -2.706 0.054